# 1
ORCA calculation (ωB97M-V with the def2-TZVPD basis set) on C5H6 in the gas phase in a non-equilibrium geometry.

Values from the calculation:
* ΔE to the lowest compared entry with this formula, charge and spin: 329.07 kJ/mol
* SMILES: C#CCC=C
* charge: 0
* spin multiplicity: 1
* gap between HOMO and LUMO: 10.429 eV

Last columns: bonded neighbours and bond lengths (Å).
Positions of all 11 atoms, in Å:
1 C 0.51771 0.83050 0.83567  C4 1.328, H8 1.042, H10 1.097
2 C -1.01359 -0.84622 -0.23818  C3 1.476, C5 1.198
3 C 0.27662 -0.70534 -0.94195  C2 1.476, C4 1.527, H6 1.091, H7 1.087
4 C 1.17879 0.24136 -0.15421  C1 1.328, C3 1.527, H9 1.001
5 C -1.81031 -0.28083 0.45522  C2 1.198, H11 1.053
6 H 0.56707 -1.72356 -1.20460  C3 1.091
7 H 0.22588 -0.10511 -1.84683  C3 1.087
8 H -0.21658 0.49176 1.49278  C1 1.042
9 H 2.01104 0.60020 -0.57838  C4 1.001
10 H 1.01823 1.70706 1.26416  C1 1.097
11 H -2.75486 -0.20983 0.91633  C5 1.053

# 2
ORCA calculation (ωB97M-V with the def2-TZVPD basis set) on 11 unconnected molecules or ions with the total composition C44H85N3O8 in a non-equilibrium geometry.

Values from the calculation:
* SMILES: C1CCOC1.C1CCOC1.C1CCOC1.C1CCOC1.C1CCOC1.C1CCOC1.C1CCOC1.C1CCOC1.CCCC#N.CCCC#N.CCCC#N
* charge: 0
* spin multiplicity: 1
* gap between HOMO and LUMO: 9.640 eV

Last columns: bonded neighbours and bond lengths (Å).
Positions of all 140 atoms, in Å:
1 O 0.38203 -4.38003 3.33525  C12 1.422, C19 1.409
2 O -1.04836 5.10290 1.82696  C44 1.391, C50 1.430
3 O 0.12882 0.34210 0.44521  C24 1.443, C31 1.376
4 O 4.10562 0.29927 0.20094  C35 1.408, C43 1.456
5 O -2.18944 -6.13040 -0.41685  C42 1.415, C49 1.399
6 O -3.40838 0.90158 -0.30938  C20 1.421, C54 1.445
7 O 1.20458 -1.37891 -6.09963  C23 1.425, C36 1.428
8 O 0.61414 1.55421 -3.72302  C41 1.448, C51 1.411
9 N 0.26591 -3.34089 7.68084  C46 1.162
10 N 2.78393 4.27877 -1.90893  C38 1.150
11 N -2.52985 -0.68559 4.27184  C21 1.164
12 C -0.51215 -3.84546 4.30375  O1 1.422, C34 1.523, H71 1.129, H90 1.050
13 C 0.71718 6.48651 1.04869  C22 1.550, C50 1.481, H93 1.087, H105 1.096
14 C -3.48513 2.62727 -1.95991  C54 1.534, C55 1.600, H69 1.098, H126 1.081
15 C 0.74517 3.40531 -5.20182  C41 1.488, C47 1.544, H59 1.083, H85 1.090
16 C -1.68880 -5.47097 3.01219  C19 1.516, C34 1.546, H81 1.088, H115 1.072
17 C -0.81955 -1.62613 -4.80341  C25 1.566, C36 1.569, H100 1.091, H109 1.074
18 C 3.55038 -1.95852 0.77930  C29 1.526, C43 1.513, H87 1.148, H117 1.099
19 C -0.33017 -5.17092 2.41141  O1 1.409, C16 1.516, H58 1.078, H116 1.122
20 C -3.09183 0.21776 -1.51364  O6 1.421, C55 1.589, H78 1.074, H123 1.031
21 C -3.37990 -0.44016 3.51587  N11 1.164, C39 1.420
22 C -0.17259 6.07853 -0.15291  C13 1.550, C44 1.549, H84 1.094, H135 1.083
23 C 1.48210 -2.19896 -4.96767  O7 1.425, C25 1.515, H68 1.127, H77 1.068
24 C 0.99438 1.36740 -0.08628  O3 1.443, C52 1.479, H128 1.095, H134 1.102
25 C 0.43838 -1.89865 -3.91212  C17 1.566, C23 1.515, H79 1.101, H97 1.122
26 C -3.04195 -4.43249 -1.81773  C49 1.576, C53 1.541, H74 1.094, H107 1.082
27 C -5.33447 -2.54370 2.73368  C33 1.520, H73 1.070, H92 1.102, H122 1.098
28 C 6.04707 3.59221 -0.71598  C37 1.531, C48 1.545, H56 1.091, H138 1.092
29 C 3.09826 -1.64191 -0.64305  C18 1.526, C35 1.551, H99 1.130, H129 1.115
30 C 1.61151 -1.78067 6.04478  C45 1.563, C46 1.484, H103 1.100, H125 1.121
31 C -0.43775 0.69067 1.64932  O3 1.376, C32 1.552, H83 1.085, H102 1.089
32 C 0.43155 1.86380 2.17535  C31 1.552, C52 1.568, H101 1.174, H127 1.125
33 C -4.75465 -1.52992 1.76131  C27 1.520, C39 1.545, H86 1.119, H94 1.117
34 C -1.91146 -4.15021 3.78426  C12 1.523, C16 1.546, H62 1.102, H137 1.099
35 C 4.05363 -0.46742 -0.97925  O4 1.408, C29 1.551, H70 1.119, H111 1.102
36 C -0.21734 -1.38194 -6.23193  O7 1.428, C17 1.569, H57 1.066, H136 1.103
37 C 4.61170 3.35569 -0.23916  C28 1.531, C38 1.493, H72 1.068, H120 1.149
38 C 3.59763 3.89541 -1.19208  N10 1.150, C37 1.493
39 C -4.40150 -0.24824 2.54791  C21 1.420, C33 1.545, H91 1.081, H139 1.085
40 C -0.08433 0.02703 6.67407  C45 1.513, H88 1.077, H104 1.058, H114 1.143
41 C 0.14129 2.90605 -3.93711  O8 1.448, C15 1.488, H124 1.090, H131 1.158
42 C -1.88232 -6.42770 -1.76590  O5 1.415, C53 1.552, H60 1.104, H118 1.105
43 C 3.84403 -0.58022 1.33094  O4 1.456, C18 1.513, H63 1.120, H96 1.159
44 C -1.43764 5.55301 0.56949  O2 1.391, C22 1.549, H66 1.045, H95 1.089
45 C 1.36718 -0.27103 6.36795  C30 1.563, C40 1.513, H76 1.119, H121 1.092
46 C 0.94212 -2.62161 7.06769  N9 1.162, C30 1.484
47 C 1.70779 2.29498 -5.67476  C15 1.544, C51 1.555, H75 1.085, H80 1.087
48 C 6.32151 3.15915 -2.17381  C28 1.545, H98 1.063, H106 1.076, H140 1.124
49 C -2.92521 -4.94309 -0.33093  O5 1.399, C26 1.576, H65 1.081, H130 1.085
50 C -0.04650 6.03721 2.23586  O2 1.430, C13 1.481, H64 1.129, H110 1.075
51 C 1.86800 1.47385 -4.36409  O8 1.411, C47 1.555, H112 1.052, H133 1.098
52 C 0.74321 2.53106 0.79086  C24 1.479, C32 1.568, H61 1.124, H113 1.147
53 C -1.78955 -5.04821 -2.47124  C26 1.541, C42 1.552, H67 1.039, H132 1.065
54 C -3.37691 2.33909 -0.45692  O6 1.445, C14 1.534, H89 1.100, H108 1.141
55 C -2.75981 1.34498 -2.58300  C14 1.600, C20 1.589, H82 1.099, H119 1.060
56 H 6.34192 4.63186 -0.56770  C28 1.091
57 H -0.49299 -2.18473 -6.87731  C36 1.066
58 H -0.40484 -4.56595 1.52258  C19 1.078
59 H 1.31134 4.30179 -4.98339  C15 1.083
60 H -0.96781 -7.03878 -1.86024  C42 1.104
61 H -0.14618 3.17230 0.54511  C52 1.124
62 H -2.14756 -3.30340 3.11923  C34 1.102
63 H 2.97733 -0.12352 1.87306  C43 1.120
64 H -0.50048 6.91495 2.78220  C50 1.129
65 H -3.91153 -4.99856 0.10787  C49 1.081
66 H -2.22116 6.23661 0.67659  C44 1.045
67 H -0.85756 -4.65079 -2.24000  C53 1.039
68 H 1.35433 -3.26981 -5.29457  C23 1.127
69 H -3.06805 3.59433 -2.26871  C14 1.098
70 H 5.08858 -0.73120 -1.31475  C35 1.119
71 H -0.36693 -2.72601 4.31072  C12 1.129
72 H 4.37214 2.36171 0.06900  C37 1.068
73 H -6.17094 -2.15511 3.27594  C27 1.070
74 H -3.06846 -3.33883 -1.84590  C26 1.094
75 H 2.64374 2.60590 -6.12753  C47 1.085
76 H 2.04892 0.11198 7.16816  C45 1.119
77 H 2.46662 -1.98287 -4.61579  C23 1.068
78 H -3.78809 -0.54972 -1.79636  C20 1.074
79 H 0.78311 -1.01580 -3.35104  C25 1.101
80 H 1.28257 1.61329 -6.40626  C47 1.087
81 H -2.49098 -5.56272 2.28251  C16 1.088
82 H -3.14087 1.02052 -3.56172  C55 1.099
83 H -0.44704 -0.18592 2.28808  C31 1.085
84 H -0.43863 6.94575 -0.76424  C22 1.094
85 H 0.00697 3.74767 -5.92701  C15 1.090
86 H -3.78570 -1.90682 1.34813  C33 1.119
87 H 4.53672 -2.54449 0.74763  C18 1.148
88 H -0.69674 0.00880 5.78848  C40 1.077
89 H -4.17652 2.79062 0.14919  C54 1.100
90 H -0.35730 -4.23567 5.26658  C12 1.050
91 H -4.08608 0.53100 1.86782  C39 1.081
92 H -4.65463 -2.89598 3.52672  C27 1.102
93 H 0.86889 7.56279 1.02321  C13 1.087
94 H -5.60071 -1.31940 1.06303  C33 1.117
95 H -1.89887 4.67758 0.11428  C44 1.089
96 H 4.67419 -0.50513 2.13575  C43 1.159
97 H 0.38671 -2.72283 -3.15219  C25 1.122
98 H 7.34557 3.34036 -2.39484  C48 1.063
99 H 3.14307 -2.56176 -1.29792  C29 1.130
100 H -1.37654 -0.81093 -4.33979  C17 1.091
101 H 1.41245 1.45056 2.67068  C32 1.174
102 H -1.46093 1.05710 1.57463  C31 1.089
103 H 1.22317 -2.13010 5.07722  C30 1.100
104 H -0.52682 -0.58910 7.41170  C40 1.058
105 H 1.71788 6.03873 1.06693  C13 1.096
106 H 5.70831 3.65780 -2.90339  C48 1.076
107 H -3.89725 -4.83975 -2.33975  C26 1.082
108 H -2.40922 2.82524 -0.09776  C54 1.141
109 H -1.49817 -2.45772 -4.82967  C17 1.074
110 H 0.61137 5.51025 2.90322  C50 1.075
111 H 3.62261 0.22023 -1.72479  C35 1.102
112 H 2.23674 0.50051 -4.51813  C51 1.052
113 H 1.64727 3.22643 0.91221  C52 1.147
114 H -0.22217 1.10902 7.01661  C40 1.143
115 H -1.63774 -6.29556 3.69531  C16 1.072
116 H 0.13999 -6.11579 2.03048  C19 1.122
117 H 2.86682 -2.52627 1.42593  C18 1.099
118 H -2.69198 -6.96120 -2.29519  C42 1.105
119 H -1.70175 1.36574 -2.64864  C55 1.060
120 H 4.36658 4.01049 0.67325  C37 1.149
121 H 1.76406 0.32386 5.54280  C45 1.092
122 H -5.68425 -3.46985 2.25915  C27 1.098
123 H -2.20395 -0.29668 -1.41859  C20 1.031
124 H -0.94582 2.83013 -3.94215  C41 1.090
125 H 2.67215 -2.14277 6.04995  C30 1.121
126 H -4.51608 2.60226 -2.28445  C14 1.081
127 H -0.06364 2.55711 2.90938  C32 1.125
128 H 0.78807 1.56143 -1.14424  C24 1.095
129 H 2.06299 -1.23400 -0.71486  C29 1.115
130 H -2.35016 -4.21024 0.22468  C49 1.085
131 H 0.42768 3.50928 -2.99068  C41 1.158
132 H -1.75027 -4.99755 -3.53395  C53 1.065
133 H 2.62020 1.95404 -3.72440  C51 1.098
134 H 2.01135 0.94344 -0.04898  C24 1.102
135 H 0.29882 5.35573 -0.80772  C22 1.083
136 H -0.64172 -0.49219 -6.72778  C36 1.103
137 H -2.61345 -4.31512 4.61412  C34 1.099
138 H 6.68007 3.00043 -0.05193  C28 1.092
139 H -5.33649 -0.01184 3.04450  C39 1.085
140 H 6.16214 2.06098 -2.35351  C48 1.124